{
  "formula": "C44H39ClF3N3O5OsTe",
  "method": "ωB97M-V/def2-TZVPD",
  "s2": 0.7553,
  "mol_weight_da": 1100.1,
  "total_energy_ev": -91408.3348,
  "homo_energy_ev": [-5.35, -5.38],
  "charge": -1,
  "multiplicity": 2,
  "orbital_gap_ev": [7.2, 7.2],
  "elements": ["Os", "O", "C", "O", "C", "C", "C", "N", "C", "C", "C", "O", "O", "H", "H", "H", "C", "C", "C", "C", "C", "C", "Te", "N", "C", "O", "C", "C", "C", "C", "C", "C", "C", "C", "C", "C", "C", "C", "C", "C", "C", "C", "C", "C", "H", "H", "H", "H", "H", "H", "H", "H", "H", "H", "H", "H", "H", "H", "H", "H", "H", "H", "H", "H", "H", "H", "H", "H", "H", "H", "H", "F", "C", "F", "H", "F", "C", "C", "C", "C", "C", "C", "H", "H", "H", "H", "Cl", "C", "C", "C", "C", "N", "C", "H", "H", "H", "H"],
  "coordinates": [[1.0619, -1.9116, -2.7499], [-0.3374, 3.6921, -6.6593], [0.0455, 3.7763, -5.4811], [0.2858, 4.7639, -4.7618], [0.3643, 2.4133, -4.8084], [0.9766, 2.3680, -3.5635], [1.2034, 1.1490, -2.9544], [0.8428, -0.0036, -3.5243], [0.2961, 0.0213, -4.7573], [0.0408, 1.2033, -5.4185], [0.0134, -1.3365, -5.3626], [-0.5050, -1.4512, -6.4467], [0.3799, -2.3565, -4.6061], [1.2380, 3.2989, -3.0783], [1.6545, 1.0669, -1.9734], [-0.4027, 1.1967, -6.4043], [1.9008, 5.9205, 5.9242], [1.7047, 4.9971, 4.7518], [0.7105, 5.2279, 3.8125], [0.5131, 4.3825, 2.7248], [-0.5680, 4.7219, 1.7357], [1.3270, 3.2494, 2.5872], [1.0320, 1.9334, 0.9442], [0.8810, -1.5912, -0.8204], [0.0611, -2.0017, 0.0164], [-1.1810, -2.5917, -0.3187], [0.2877, -2.1125, 1.4821], [-0.7219, -2.4824, 2.3669], [-0.4301, -2.6916, 3.7074], [0.8663, -2.5339, 4.1763], [1.8731, -2.1492, 3.2998], [1.5847, -1.9356, 1.9611], [-1.0128, 1.4695, 1.2865], [-1.9404, 1.6776, 0.2574], [-1.5760, 2.3446, -1.0406], [-3.2591, 1.2693, 0.4453], [-3.6842, 0.6854, 1.6277], [-5.1063, 0.2254, 1.8032], [-2.7574, 0.5265, 2.6480], [-1.4266, 0.9035, 2.5036], [-0.4986, 0.6970, 3.6652], [2.3434, 2.9995, 3.5215], [3.2856, 1.8244, 3.4458], [2.5138, 3.8840, 4.5831], [1.2616, 6.7992, 5.8439], [2.9363, 6.2584, 5.9891], [1.6621, 5.4155, 6.8626], [0.0723, 6.0990, 3.9177], [-1.0135, 5.6875, 1.9726], [-1.3596, 3.9696, 1.7370], [-0.1651, 4.7657, 0.7225], [-1.7282, -2.6166, 1.9963], [-1.2207, -2.9822, 4.3886], [1.0913, -2.7035, 5.2220], [2.8867, -2.0207, 3.6590], [2.3571, -1.6403, 1.2610], [-1.1805, 3.3491, -0.8775], [-2.4451, 2.4225, -1.6936], [-0.8017, 1.7989, -1.5778], [-3.9703, 1.4194, -0.3603], [-5.7291, 0.5450, 0.9683], [-5.5377, 0.6233, 2.7233], [-5.1572, -0.8640, 1.8613], [-3.0720, 0.0804, 3.5867], [-0.9702, 0.0706, 4.4216], [-0.2300, 1.6490, 4.1251], [0.4255, 0.2128, 3.3465], [2.8687, 0.9978, 2.8748], [3.5240, 1.4674, 4.4489], [4.2244, 2.1154, 2.9677], [3.3008, 3.6845, 5.3045], [3.7305, -2.4390, -1.7679], [3.0667, -1.6369, -2.6849], [3.6073, -1.9721, -3.9142], [3.3904, -0.6132, -2.4690], [-3.3332, -2.1554, -5.3166], [-2.7546, -2.2457, -4.1063], [-2.3846, -1.0933, -3.4481], [-1.7996, -1.2011, -2.1898], [-1.6121, -2.4552, -1.6132], [-1.9835, -3.6040, -2.3044], [-2.5594, -3.5014, -3.5579], [-2.5438, -0.1302, -3.9155], [-1.5450, -0.3181, -1.6205], [-1.8259, -4.5685, -1.8384], [-2.8575, -4.3781, -4.1167], [2.5003, -6.2493, 0.6936], [1.8652, -5.7613, -0.8421], [1.4811, -6.7005, -1.7786], [0.9790, -6.2384, -2.9835], [0.8736, -4.8783, -3.2031], [1.2554, -3.9770, -2.2838], [1.7499, -4.4117, -1.1202], [1.5780, -7.7568, -1.5687], [0.6669, -6.9266, -3.7562], [0.4805, -4.4692, -4.1240], [2.0639, -3.6624, -0.4098]]
}



{
  "formula": "C18H18N4O3",
  "method": "ωB97M-V/def2-TZVPD",
  "mol_weight_da": 338.4,
  "total_energy_ev": -31043.9150,
  "homo_energy_ev": -7.91,
  "charge": 0,
  "orbital_gap_ev": 7.4,
  "elements": ["C", "C", "O", "C", "C", "C", "C", "C", "C", "O", "H", "H", "H", "C", "N", "N", "C", "O", "C", "C", "N", "C", "C", "C", "C", "C", "N", "H", "H", "H", "H", "C", "H", "H", "H", "H", "H", "H", "H", "H", "H", "H", "H"],
  "coordinates": [[-3.6465, -1.1171, 2.9134], [-4.2704, -0.2078, 1.7192], [-4.2548, 1.1101, 1.9307], [-2.9018, 1.8112, 1.7902], [-1.6616, 1.4055, 1.2541], [-0.4058, 2.0031, 1.3071], [-0.3617, 3.3177, 1.7849], [-1.7913, 3.8876, 1.9718], [-2.9170, 3.1025, 2.0297], [-4.0783, 3.7333, 2.5634], [-4.8087, 2.7931, 2.4940], [-1.8125, 4.8178, 2.2352], [0.3727, 4.1030, 1.5672], [0.7094, 1.3237, 0.8642], [0.9566, 0.6347, -0.2304], [0.1275, 0.0996, -0.8502], [0.2126, -0.8012, -1.6918], [-0.7832, -1.3700, -2.2486], [1.2951, -1.5558, -1.9238], [1.7985, -2.9879, -1.8712], [3.0835, -3.0711, -2.1146], [3.7327, -2.0652, -1.9789], [4.9484, -1.6439, -2.1128], [5.4030, -0.3284, -2.1006], [4.1225, 0.7158, -2.4232], [2.9141, 0.4404, -2.0582], [2.7520, -0.7227, -1.9573], [2.0673, 1.0320, -2.1170], [4.6846, 1.7816, -2.2218], [6.3689, 0.1251, -2.2121], [5.6310, -2.3849, -2.2297], [0.7883, -3.9781, -2.0214], [-0.2424, -3.7064, -2.0829], [1.1669, -4.6778, -2.6436], [0.8847, -4.4488, -0.9191], [-1.0595, 0.3597, -0.8135], [1.5609, 1.8008, 1.2069], [-1.5306, 0.0323, 1.3561], [-3.6415, -0.5944, 0.7163], [-5.1697, -0.6535, 1.5123], [-4.1571, -0.8232, 3.9017], [-3.6076, -2.3657, 2.7231], [-2.4794, -0.9266, 2.9814]]
}



{
  "formula": "C4H12",
  "method": "ωB97M-V/def2-TZVPD",
  "s2": 0.7503,
  "mol_weight_da": 60.1,
  "total_energy_ev": -4340.6587,
  "homo_energy_ev": [1.54, -7.86],
  "charge": -1,
  "multiplicity": 2,
  "orbital_gap_ev": [2.7, 12.2],
  "elements": ["C", "C", "H", "H", "H", "H", "H", "H", "C", "C", "H", "H", "H", "H", "H", "H"],
  "coordinates": [[2.0129, 0.7406, -0.6585], [0.8743, 1.4999, -1.3702], [2.0637, 1.0339, 0.4003], [1.8406, -0.3478, -0.7284], [2.9699, 0.9534, -1.0834], [-0.0470, 1.4512, -0.7171], [1.2156, 2.5939, -1.5225], [0.6472, 0.9791, -2.3410], [-0.7084, -1.1225, 1.3232], [-2.1367, -1.1251, 0.6782], [-0.3971, -2.1529, 1.5055], [-0.0440, -0.6475, 0.6126], [-0.6967, -0.5662, 2.3019], [-2.1604, -1.6834, -0.1900], [-2.9953, -1.5012, 1.3255], [-2.4385, -0.1052, 0.4638]]
}



{
  "formula": "CH3NO",
  "method": "ωB97M-V/def2-TZVPD",
  "mol_weight_da": 45.0,
  "total_energy_ev": -4620.3676,
  "homo_energy_ev": -10.55,
  "charge": 0,
  "orbital_gap_ev": 11.7,
  "smiles": "C=NO",
  "elements": ["C", "N", "O", "H", "H", "H"],
  "coordinates": [[0.5216, 0.6401, 0.1181], [-0.4946, 0.1653, -0.3965], [-0.4705, -1.2580, -0.1411], [0.8519, 0.1602, 0.9986], [0.6508, 1.8028, 0.2781], [-1.0592, -1.5104, -0.8572]]
}



{
  "formula": "C8H10N3OS",
  "method": "ωB97M-V/def2-TZVPD",
  "mol_weight_da": 196.3,
  "total_energy_ev": -25800.7514,
  "homo_energy_ev": [-12.88, -12.88],
  "charge": 1,
  "orbital_gap_ev": [8.1, 8.1],
  "smiles": "CN1C(=[NH2+])[S@@](=N)(=O)c2ccccc21",
  "elements": ["C", "N", "C", "N", "S", "N", "O", "C", "C", "C", "C", "C", "C", "H", "H", "H", "H", "H", "H", "H", "H", "H", "H"],
  "coordinates": [[-0.2568, 2.5050, 0.4891], [0.1820, 1.1757, 0.2831], [1.4661, 0.8420, 0.2055], [2.5070, 1.6683, 0.2487], [1.7075, -0.9235, -0.0702], [2.4921, -0.8255, -1.6318], [2.4726, -1.5145, 0.9933], [-0.0229, -1.1494, 0.0242], [-0.7331, -2.3897, -0.1252], [-2.0878, -2.2849, 0.0414], [-2.7986, -1.1431, 0.0053], [-2.1124, 0.1113, 0.0351], [-0.7540, 0.0774, 0.1778], [-1.2066, 2.6144, 1.1235], [0.5248, 3.0363, 0.9218], [-0.4303, 2.9190, -0.6004], [2.3883, 2.6370, 0.0733], [3.3675, 1.1414, 0.2677], [2.5789, -1.7972, -2.1107], [-0.1630, -3.2980, -0.0402], [-2.6278, -3.2294, -0.2272], [-3.8461, -1.2688, -0.2253], [-2.6474, 1.0962, 0.1414]]
}



{
  "formula": "C4H8N2O3S",
  "method": "ωB97M-V/def2-TZVPD",
  "mol_weight_da": 164.2,
  "total_energy_ev": -24233.4805,
  "homo_energy_ev": -9.26,
  "charge": 0,
  "orbital_gap_ev": 9.8,
  "elements": ["C", "C", "C", "C", "N", "N", "O", "O", "O", "S", "H", "H", "H", "H", "H", "H", "H", "H"],
  "coordinates": [[1.2097, 1.1605, 0.2162], [1.5086, -0.8376, -0.7865], [2.8305, -0.0680, -0.7276], [-2.8164, -0.5439, 1.1043], [0.6137, -0.0100, 0.0583], [-2.0172, 0.6737, 0.8149], [0.5555, 2.0939, 0.6359], [-1.6657, -0.1767, -1.4602], [2.5149, 1.1978, -0.2325], [-1.1709, 0.8155, -0.5727], [0.9333, -0.8019, -1.6917], [1.5803, -1.9765, -0.6193], [3.5143, -0.5633, -0.1444], [3.2770, -0.0381, -1.6451], [-2.3759, -0.9169, 1.9870], [-3.8416, -0.2778, 1.4058], [-2.8938, -1.1724, 0.2666], [-1.7565, 1.4417, 1.3909]]
}



What are the relative energy (zero: lowest compared OMol25 entry of this formula, charge and spin) values for these records? In order: 9.1 1723.5 36.4 294.6 321.8 167.9 kJ/mol.